# C24H42ClN6O4

7 unconnected molecules or ions with the total composition C24H42ClN6O4 (wB97M-V/def2-TZVPD, the Open Molecules 2025 dataset).

The relative energy (zero: lowest compared OMol25 entry of this formula, charge and spin) is 0.0 kJ/mol. As for the charge: -1. The calculation puts the energy at -55216.703 eV. For the HOMO-LUMO gap, the calculation gives 9.53 eV.

Last column: Löwdin charge in e.
Element x y z (Å)
Cl (-0.0864, 1.0327, -0.1843)  0.64
O (0.5880, 0.5015, 0.9835)  -0.37
O (-0.7832, -0.1047, -0.7984)  -0.40
O (-1.0433, 2.0376, 0.1855)  -0.35
O (0.8771, 1.6016, -1.0912)  -0.36
C (-1.1302, 0.8806, -3.9828)  -0.11
C (-2.4541, 1.3261, -3.3872)  -0.26
C (-2.6254, 2.8556, -3.4838)  -0.20
C (-1.6966, 3.6574, -2.6899)  -0.23
N (-1.0175, 4.3858, -2.1160)  0.16
H (-1.1120, -0.2057, -4.1113)  0.07
H (-0.3041, 1.1478, -3.3272)  0.05
H (-0.9848, 1.3208, -4.9740)  0.08
H (-2.4983, 1.0927, -2.3214)  0.07
H (-3.3624, 0.9113, -3.8280)  0.11
H (-3.6096, 3.1021, -3.0764)  0.09
H (-2.5199, 3.1397, -4.5322)  0.11
C (-3.1865, -3.6107, -0.9605)  -0.09
C (-1.9312, -3.4793, -0.1066)  -0.26
C (-0.9355, -4.6123, -0.3024)  -0.19
C (-1.5160, -5.9093, -0.0050)  -0.25
N (-1.9881, -6.9272, 0.2401)  0.14
H (-3.8029, -2.7179, -1.0395)  0.05
H (-3.8729, -4.3547, -0.5408)  0.08
H (-2.9488, -3.9402, -1.9756)  0.08
H (-2.2079, -3.4470, 0.9575)  0.11
H (-1.5013, -2.4766, -0.2002)  0.09
H (-0.0485, -4.4686, 0.3141)  0.12
H (-0.6076, -4.6257, -1.3466)  0.12
C (-4.9068, -0.4004, 2.1631)  -0.10
C (-3.7558, -0.2894, 1.1592)  -0.25
C (-4.2920, -0.1244, -0.2497)  -0.20
C (-4.6781, 1.2331, -0.6377)  -0.22
N (-5.0389, 2.2680, -0.9819)  0.16
H (-4.5757, -0.5171, 3.1939)  0.07
H (-5.5573, -1.2351, 1.8897)  0.07
H (-5.5065, 0.5136, 2.1320)  0.08
H (-3.0208, -1.0923, 1.2519)  0.09
H (-3.1089, 0.5424, 1.4599)  0.11
H (-5.2196, -0.7049, -0.3323)  0.12
H (-3.6231, -0.5363, -1.0059)  0.09
C (1.6417, 4.3217, 3.9215)  -0.11
C (1.6775, 3.0063, 3.1391)  -0.26
C (2.4529, 3.0934, 1.8471)  -0.21
C (1.9683, 4.0596, 0.8698)  -0.23
N (1.5664, 4.8054, 0.0971)  0.16
H (0.9130, 5.0034, 3.4741)  0.07
H (2.5958, 4.8486, 3.8178)  0.07
H (1.3945, 4.1835, 4.9707)  0.07
H (0.6571, 2.6416, 3.0048)  0.11
H (2.1490, 2.2384, 3.7623)  0.09
H (2.4772, 2.1124, 1.3590)  0.09
H (3.5010, 3.3026, 2.0919)  0.11
C (2.4490, -2.2911, -3.5119)  -0.11
C (1.9115, -0.9285, -3.0870)  -0.25
C (3.0426, 0.0558, -2.7660)  -0.19
C (3.8883, -0.3637, -1.6541)  -0.22
N (4.5452, -0.7165, -0.7806)  0.14
H (1.6804, -2.9084, -3.9783)  0.07
H (2.9195, -2.7938, -2.6668)  0.07
H (3.2092, -2.1791, -4.2931)  0.07
H (1.2132, -0.9727, -2.2497)  0.09
H (1.3375, -0.4840, -3.9026)  0.09
H (2.6564, 1.0582, -2.5790)  0.10
H (3.6821, 0.1739, -3.6486)  0.12
C (3.1881, -2.0167, 3.3366)  -0.10
C (3.3018, -0.6020, 2.7888)  -0.27
C (4.5707, 0.1539, 3.2214)  -0.19
C (4.7850, 0.1882, 4.6566)  -0.24
N (4.9544, 0.2141, 5.7948)  0.13
H (3.9955, -2.6358, 2.9390)  0.08
H (2.2231, -2.4426, 3.0761)  0.07
H (3.3228, -2.0095, 4.4219)  0.06
H (2.4173, 0.0069, 2.9908)  0.09
H (3.3204, -0.6507, 1.6964)  0.08
H (4.5659, 1.1270, 2.7319)  0.10
H (5.4191, -0.3708, 2.7664)  0.12